C4H8O2 in the gas phase. Source: the OMol25 dataset; level of theory: the ωB97M-V functional and the def2-TZVPD basis.

Values from the calculation:
ΔE to the lowest compared entry with this formula, charge and spin, kcal/mol: 97.75
Total charge: 0
LUMO level, eV: 0.7

The geometry in XYZ format:
```
14
Properties=species:S:1:pos:R:3:forces:R:3:nbo_charge:R:1
C 0.4524 -1.0614 -1.9180 0.18 -0.12 -0.44 -0.25
C -1.0594 -0.6538 -0.2775 0.30 0.35 0.18 0.30
O 0.2237 -0.9160 -0.5160 -0.46 0.28 -0.04 -0.56
C -1.0900 0.4230 0.7522 -0.10 -0.11 0.12 -0.60
C 0.1352 0.7759 1.6014 -0.31 -0.06 0.29 -0.07
O 1.2923 1.0936 0.8561 0.13 -0.12 -0.03 -0.72
H -0.1406 -1.8744 -2.3371 0.10 -0.02 0.08 0.20
H 0.1501 -0.1141 -2.3704 0.18 -0.26 -0.23 0.19
H 1.5252 -1.1968 -2.0444 -0.08 -0.18 -0.08 0.19
H -1.2560 1.2395 0.0146 -0.05 -0.03 0.14 0.26
H -2.0164 0.3807 1.3310 0.10 0.03 0.04 0.23
H 0.3284 -0.0425 2.3103 0.03 0.11 -0.05 0.16
H -0.0942 1.6716 2.1850 -0.01 -0.14 0.02 0.19
H 1.5493 0.2747 0.4128 -0.02 0.28 0.00 0.48
```
Forces are in eV/Å.

C4H8O2 in the gas phase. Source: the OMol25 dataset; level of theory: the ωB97M-V functional and the def2-TZVPD basis.

Values from the calculation:
ΔE to the lowest compared entry with this formula, charge and spin, kcal/mol: 46.92
Total charge: 0
SMILES: OC[C@@H]1C[C@@H]1O
LUMO level, eV: 0.7

The geometry in XYZ format:
```
14
Properties=species:S:1:pos:R:3:forces:R:3:nbo_charge:R:1
O 1.6023 -0.5261 -0.3790 0.06 -0.11 -0.21 -0.74
C 0.8841 0.6781 -0.2351 -0.10 0.33 0.07 0.08
C -0.3705 0.5794 0.5594 -0.06 0.00 0.10 -0.28
C -0.4392 0.9304 -0.9077 -0.04 0.12 -0.14 -0.46
O -0.8779 -1.6985 -0.2121 0.18 -0.12 -0.06 -0.73
C -0.8044 -0.8444 0.9090 -0.06 0.18 0.30 -0.06
H 2.5144 -0.3266 -0.5997 -0.04 -0.02 -0.13 0.49
H 0.0106 -1.7112 -0.6002 -0.15 -0.18 0.09 0.48
H 1.5210 1.5510 -0.1229 -0.09 -0.10 0.13 0.18
H -0.5701 1.3296 1.3222 -0.01 -0.13 -0.14 0.22
H -0.9126 0.1692 -1.5170 0.28 0.04 -0.05 0.24
H -0.6393 1.9504 -1.2212 0.03 -0.10 0.14 0.22
H -1.8071 -0.8281 1.3449 0.11 0.03 -0.03 0.18
H -0.1114 -1.2531 1.6594 -0.12 0.06 -0.06 0.17
```
Forces are in eV/Å.

C4H8O2 in the gas phase at a distorted geometry. Source: the OMol25 dataset; level of theory: the ωB97M-V functional and the def2-TZVPD basis.

Values from the calculation:
ΔE to the lowest compared entry with this formula, charge and spin, kcal/mol: 40.39
Total charge: 0
SMILES: CCC(=O)OC
LUMO level, eV: 1.0

The geometry in XYZ format:
```
14
Properties=species:S:1:pos:R:3:forces:R:3:nbo_charge:R:1
C -1.9385 -0.3627 -0.2073 0.34 0.14 0.19 -0.59
C -1.0723 0.6406 0.6368 0.52 0.12 0.96 -0.47
C 0.4089 0.8202 0.1328 -1.65 -2.09 -1.83 0.78
O 0.3220 0.8507 -1.0634 1.35 1.02 -1.43 -0.59
O 1.6163 0.5059 0.7201 -1.18 -0.10 0.15 -0.53
C 2.3263 -0.4303 -0.1493 0.06 -0.03 0.00 -0.26
H -2.9051 -0.5043 0.3037 0.39 0.15 -0.03 0.21
H -2.1670 -0.0261 -1.2277 0.35 0.14 0.40 0.22
H -1.4776 -1.3541 -0.2880 0.05 0.23 0.08 0.21
H -1.5624 1.6202 0.5674 0.27 -0.19 0.34 0.23
H -1.0316 0.2867 1.6514 -0.39 0.10 0.68 0.21
H 3.2847 -0.6812 0.3095 -0.27 0.28 0.17 0.20
H 1.7143 -1.3369 -0.2329 0.18 0.15 0.00 0.18
H 2.4821 -0.0286 -1.1531 -0.02 0.09 0.32 0.21
```
Forces are in eV/Å.

C4H8O2 in the gas phase. Source: the OMol25 dataset; level of theory: the ωB97M-V functional and the def2-TZVPD basis.

Values from the calculation:
ΔE to the lowest compared entry with this formula, charge and spin, kcal/mol: 42.62
Total charge: 0
SMILES: CO[C@H](C)C=O
LUMO level, eV: 0.9

The geometry in XYZ format:
```
14
Properties=species:S:1:pos:R:3:forces:R:3:nbo_charge:R:1
C 1.8613 0.4020 -0.3931 0.15 -0.02 0.01 -0.25
O 0.4956 0.7579 -0.5497 -0.17 0.16 -0.05 -0.53
C -0.3768 0.3737 0.4937 -0.12 -0.26 0.15 -0.01
C -0.5749 -1.1455 0.4880 0.42 -0.25 0.13 -0.64
C -1.8048 0.7686 0.2521 -0.26 0.13 0.20 0.43
O -2.6087 0.7978 1.1548 0.26 0.38 -0.62 -0.53
H 2.3752 0.7261 -1.3028 -0.17 0.00 0.16 0.20
H 2.0331 -0.6803 -0.2881 -0.23 0.22 -0.02 0.17
H 2.3335 0.9082 0.4633 -0.25 -0.04 -0.08 0.17
H -0.0221 0.7350 1.4720 -0.17 -0.08 -0.20 0.19
H 0.3723 -1.5247 0.8320 0.23 -0.81 -0.02 0.22
H -1.3747 -1.4967 1.1489 0.27 0.25 -0.06 0.24
H -0.7826 -1.4736 -0.5392 0.13 0.01 0.25 0.22
H -2.0911 0.7875 -0.8225 -0.09 0.31 0.16 0.12
```
Forces are in eV/Å.

A molecular structure, C4H8O2. Source: the OMol25 dataset; level of theory: the ωB97M-V functional and the def2-TZVPD basis.

Values from the calculation:
ΔE to the lowest compared entry with this formula, charge and spin, kcal/mol: 144.68
Total charge: 0
LUMO level (spin up / spin down), eV: -0.3 / -0.3

The geometry in XYZ format:
```
14
Properties=species:S:1:pos:R:3:forces:R:3:nbo_charge:R:1
C 2.0856 0.4058 -0.0566 -0.03 0.04 -0.01 -0.65
C 0.9894 -0.5292 0.3718 0.18 -0.10 -0.11 0.00
O 0.0202 0.0213 1.3520 -0.20 -0.03 -0.07 -0.40
C -0.4292 -0.2595 0.1685 0.01 0.50 0.07 0.52
C -1.5119 0.4336 -0.6738 0.23 -0.34 -0.06 -0.09
O -2.6225 0.6705 -0.0528 -0.07 -0.07 -0.02 -0.72
H 1.7007 1.4129 -0.2398 0.02 -0.17 0.03 0.23
H 2.5513 0.0367 -0.9760 -0.09 0.03 0.12 0.24
H 2.8584 0.4594 0.7171 -0.12 -0.04 -0.10 0.23
H 1.2765 -1.5509 0.6181 -0.12 0.15 -0.08 0.21
H -1.9919 -1.4672 0.6953 0.00 -0.01 -0.01 -0.10
H -1.5252 -0.1151 -1.6438 -0.10 0.05 0.13 0.15
H -0.8853 1.3440 -0.8720 0.20 -0.01 0.10 0.23
H -2.5160 -0.8623 0.5922 0.09 0.00 0.02 0.14
```
Forces are in eV/Å.

C4H8O2 in the gas phase at a distorted geometry. Source: the OMol25 dataset; level of theory: the ωB97M-V functional and the def2-TZVPD basis.

Values from the calculation:
ΔE to the lowest compared entry with this formula, charge and spin, kcal/mol: 96.85
Total charge: 0
SMILES: OCC1COC1
LUMO level, eV: 0.8

The geometry in XYZ format:
```
14
Properties=species:S:1:pos:R:3:forces:R:3:nbo_charge:R:1
O 0.9372 -1.9391 0.7317 -0.02 0.33 0.43 -0.71
C -0.2603 -1.2441 0.5874 0.56 3.44 -0.94 -0.11
C -0.1298 0.5046 0.4109 0.64 -0.69 -0.53 -0.30
C 0.9871 0.6768 -0.5653 0.61 0.18 -0.26 -0.07
O 0.0427 0.7646 -1.6541 0.10 0.10 -0.47 -0.53
C -1.0392 0.9601 -0.7290 -0.15 -0.16 0.04 -0.07
H 1.1546 -2.1261 1.6508 -0.21 0.15 -0.03 0.48
H -0.7710 -0.7433 1.3665 -1.61 -2.60 2.04 0.22
H -0.6971 -1.5537 -0.3571 -0.59 0.07 0.48 0.19
H -0.1507 1.1442 1.3288 0.10 -1.07 -0.38 0.20
H 1.5910 1.5795 -0.4509 0.03 0.13 -0.22 0.16
H 1.6244 -0.2134 -0.6145 0.14 0.35 -0.27 0.19
H -1.3658 2.0153 -0.7055 0.21 -0.28 0.13 0.17
H -1.9175 0.3354 -0.9502 0.17 0.06 -0.02 0.17
```
Forces are in eV/Å.

C4H8O2 in the gas phase. Source: the OMol25 dataset; level of theory: the ωB97M-V functional and the def2-TZVPD basis.

Values from the calculation:
ΔE to the lowest compared entry with this formula, charge and spin, kcal/mol: 26.91
Total charge: 0
SMILES: CC[C@@H](O)C=O
LUMO level, eV: 0.9

The geometry in XYZ format:
```
14
Properties=species:S:1:pos:R:3:forces:R:3:nbo_charge:R:1
C -1.7816 -0.5984 -0.2720 -0.09 -0.03 0.03 -0.60
C -0.2622 -0.7213 -0.3166 0.00 -0.15 -0.18 -0.42
C 0.4699 0.3531 0.4992 0.03 0.09 -0.32 -0.01
O 1.1355 -0.1721 1.6139 0.10 0.11 0.12 -0.70
C 1.4569 1.0603 -0.4080 0.52 0.32 0.12 0.43
O 2.5706 1.3808 -0.0624 -0.58 -0.27 -0.03 -0.53
H -2.2519 -1.2983 -0.9701 0.05 0.08 0.13 0.21
H -2.0881 0.4143 -0.5600 -0.01 -0.16 0.04 0.20
H -2.1732 -0.8003 0.7304 0.07 0.06 -0.12 0.21
H 0.0531 -0.6481 -1.3692 -0.04 -0.07 0.21 0.20
H 0.0786 -1.6994 0.0365 -0.08 0.15 0.02 0.23
H -0.2613 1.1249 0.8107 0.11 -0.09 -0.08 0.18
H 1.9531 0.3466 1.7033 -0.07 -0.16 0.04 0.49
H 1.1004 1.2581 -1.4358 -0.01 0.13 0.02 0.11
```
Forces are in eV/Å.

C4H8O2 in the gas phase at a distorted geometry. Source: the OMol25 dataset; level of theory: the ωB97M-V functional and the def2-TZVPD basis.

Values from the calculation:
ΔE to the lowest compared entry with this formula, charge and spin, kcal/mol: 85.87
Total charge: 0
SMILES: CC(=O)CCO
LUMO level, eV: 0.4

The geometry in XYZ format:
```
14
Properties=species:S:1:pos:R:3:forces:R:3:nbo_charge:R:1
C 1.4676 0.8901 -0.4511 0.02 3.68 -2.78 -0.75
C 1.2010 -0.4822 0.0113 1.87 -4.71 -1.47 0.55
C -0.0496 -0.5742 0.8682 1.07 -1.06 0.45 -0.53
C -1.2741 0.0518 0.2396 -0.97 -0.25 0.55 -0.07
H 2.5916 1.3438 -0.8269 -3.16 -1.71 1.66 0.27
H 0.8068 1.6728 0.2473 2.32 -1.83 -1.98 0.22
H 0.8898 0.8760 -1.5367 1.16 0.20 2.61 0.28
H -0.1470 -1.6795 0.9855 -0.40 0.88 0.31 0.25
H 0.1459 -0.0625 1.8514 -0.15 -0.54 -0.77 0.23
H -2.0553 -0.0476 1.0630 0.41 0.06 -1.48 0.18
H -1.0857 1.1561 0.1062 -0.55 -1.11 -0.37 0.17
H -2.7250 -0.8878 -1.1706 5.69 1.28 1.05 0.48
O 1.7817 -1.5785 -0.3758 -2.08 5.12 1.73 -0.55
O -1.5478 -0.6783 -1.0114 -5.23 -0.01 0.48 -0.73
```
Forces are in eV/Å.

C4H8O2 in the gas phase. Source: the OMol25 dataset; level of theory: the ωB97M-V functional and the def2-TZVPD basis.

Values from the calculation:
ΔE to the lowest compared entry with this formula, charge and spin, kcal/mol: 45.88
Total charge: 0
SMILES: C[C@H]1O[C@H]1CO
LUMO level, eV: 1.0

The geometry in XYZ format:
```
14
Properties=species:S:1:pos:R:3:forces:R:3:nbo_charge:R:1
C 1.6670 0.8114 0.0593 -0.02 0.03 0.00 -0.64
C 0.8334 -0.3673 0.4900 0.24 0.00 -0.08 0.07
O -0.2333 -0.0818 1.3923 0.02 0.05 0.23 -0.51
C -0.5678 -0.5615 0.0910 -0.13 -0.10 -0.17 0.03
C -1.3285 0.4401 -0.7670 0.22 -0.19 -0.27 -0.09
O -2.1895 1.2238 0.0243 -0.01 0.11 0.12 -0.71
H 1.0559 1.7163 0.0080 0.08 -0.12 -0.02 0.22
H 2.1250 0.6416 -0.9210 -0.06 -0.03 0.12 0.22
H 2.4696 0.9889 0.7825 -0.12 -0.04 -0.09 0.22
H 1.3992 -1.2621 0.7598 -0.11 0.13 -0.05 0.18
H -0.9628 -1.5770 0.1072 0.04 0.11 -0.04 0.19
H -1.9444 -0.0969 -1.4957 0.08 0.07 0.13 0.19
H -0.6293 1.0697 -1.3375 -0.10 -0.05 0.11 0.16
H -1.7021 1.4043 0.8405 -0.13 0.01 -0.01 0.48
```
Forces are in eV/Å.

C4H8O2 in the gas phase at a distorted geometry. Source: the OMol25 dataset; level of theory: the ωB97M-V functional and the def2-TZVPD basis.

Values from the calculation:
ΔE to the lowest compared entry with this formula, charge and spin, kcal/mol: 51.21
Total charge: 0
SMILES: CC(=O)[C@@H](C)O
LUMO level, eV: 0.8

The geometry in XYZ format:
```
14
Properties=species:S:1:pos:R:3:forces:R:3:nbo_charge:R:1
C 1.2974 -1.0517 -0.0366 0.02 -0.07 0.00 -0.62
C 0.7867 0.3364 0.3215 0.06 -0.20 0.12 0.01
O 1.5873 1.2984 -0.3098 0.15 0.18 0.14 -0.71
C -0.6496 0.5772 -0.0488 0.23 1.28 -0.07 0.57
O -0.9373 1.6658 -0.5547 1.51 0.54 0.42 -0.60
C -1.8355 -0.2939 0.0111 -0.54 0.88 -0.47 -0.80
H 0.7596 -1.8311 0.5117 0.06 0.11 -0.06 0.21
H 2.3568 -1.1095 0.2265 -0.15 -0.02 -0.04 0.23
H 1.2028 -1.2348 -1.1113 -0.01 0.05 0.14 0.22
H 0.8160 0.4565 1.4191 0.06 -0.03 -0.02 0.19
H 1.0065 2.0562 -0.5002 0.08 -0.19 -0.01 0.49
H -2.1813 0.5490 -0.7580 -1.47 -3.41 0.08 0.33
H -2.5126 -0.0194 0.8176 0.37 -0.06 0.57 0.25
H -1.6968 -1.3991 0.0119 -0.35 0.96 -0.79 0.24
```
Forces are in eV/Å.

2 unconnected molecules or ions with the total composition C4H8O2 at a distorted geometry. Source: the OMol25 dataset; level of theory: the ωB97M-V functional and the def2-TZVPD basis.

Values from the calculation:
ΔE to the lowest compared entry with this formula, charge and spin, kcal/mol: 155.79
Total charge: 0
LUMO level, eV: -3.5

The geometry in XYZ format:
```
14
Properties=species:S:1:pos:R:3:forces:R:3:nbo_charge:R:1
C -1.8990 -2.2836 0.2540 0.64 2.28 -1.00 -0.12
C -0.9493 -1.2880 -0.0514 -2.33 -3.02 -0.83 -0.33
C -0.7886 -0.0686 0.5691 1.32 0.80 0.22 0.14
C 0.3633 0.7469 0.2787 -0.02 3.64 -4.06 -0.22
O 0.8387 0.6514 -1.0917 -1.51 -1.36 1.14 -0.76
H -1.8811 -3.1555 -0.3901 0.09 -0.17 0.31 0.21
H -2.7867 -2.1875 0.8956 0.82 0.11 0.17 0.21
H -0.3621 -1.5175 -0.9353 0.55 0.21 0.42 0.26
H -1.4828 0.3063 1.2898 -0.26 -0.16 0.75 0.22
H 0.1700 1.9428 0.3658 0.28 -2.32 0.53 0.29
H 1.2210 0.5941 0.9110 0.63 -0.03 1.12 0.33
H 3.3020 2.7798 -0.6032 0.41 0.18 -0.23 0.43
H 1.6402 1.2799 -1.1964 0.39 0.29 1.43 0.55
O 2.6144 2.1996 -0.2960 -1.01 -0.44 0.03 -1.23
```
Forces are in eV/Å.

2 unconnected molecules or ions with the total composition C4H8O2. Source: the OMol25 dataset; level of theory: the ωB97M-V functional and the def2-TZVPD basis.

Values from the calculation:
ΔE to the lowest compared entry with this formula, charge and spin, kcal/mol: 101.78
Total charge: 0
LUMO level, eV: 1.0

The geometry in XYZ format:
```
14
Properties=species:S:1:pos:R:3:forces:R:3:nbo_charge:R:1
C -1.6633 -0.0399 0.4461 -0.01 -0.02 0.01 -0.61
C -0.1732 0.1487 0.6760 -0.12 -0.18 0.14 -0.09
C 0.7626 -0.9774 0.2950 0.07 0.37 -0.01 0.30
O 1.7354 -0.3988 -0.3427 -0.09 -0.20 0.19 -0.47
C 1.5886 1.0626 -0.3810 0.24 0.16 -0.07 0.20
O 0.2811 1.3077 -0.0378 0.00 0.01 -0.05 -0.52
H -2.0085 -0.9558 0.9326 0.08 0.11 -0.05 0.23
H -2.2117 0.8082 0.8672 0.10 -0.13 -0.06 0.22
H -1.8912 -0.0999 -0.6222 0.12 -0.01 0.18 0.22
H 0.0244 0.2560 1.7588 -0.03 0.11 -0.02 0.20
H -0.1793 -2.1465 -1.1146 -0.12 -0.11 -0.17 0.01
H -0.5735 -2.0236 -1.7387 -0.08 -0.07 -0.13 -0.02
H 2.3187 1.4432 0.3466 -0.11 0.02 -0.07 0.15
H 1.8120 1.4125 -1.3909 -0.05 -0.06 0.11 0.18
```
Forces are in eV/Å.

What is the total charge in the seventh record? 0